# 1
Here is a 4-piece molecular cluster, C4BrClN3O5 overall in a non-equilibrium geometry from OMol25. Energies are from wB97M-V/def2-TZVPD.

Structure (ORCA input):
```
! wB97M-V def2-TZVPD RIJCOSX def2/J DEFGRID3
* xyz -1 1
C 1.769 3.129 1.338
C 0.155 -4.246 0.318
C -1.506 0.314 -2.198
C 0.668 2.399 1.107
N 2.710 3.718 1.713
N -0.475 -3.223 0.346
N -0.477 1.942 0.764
O -0.404 0.691 -2.198
O -1.144 1.035 1.202
O 0.650 -5.309 0.205
O -2.546 -0.182 -2.290
O -0.950 2.836 -0.048
Cl -0.726 -1.674 0.805
Br 2.274 -1.429 -1.067
*
```

Total energy   -3726.9126 hartree
HOMO (spin up / spin down)   -4.48 / -4.28 eV
Maximum force   4.44 eV/Å
Energy above the lowest of the compared OMol25 structures with the same formula, charge and spin   237.5 kJ/mol
Frontier orbital gap (spin up / spin down)   7.173 / 3.176 eV
Lowest unoccupied orbital energy (spin up / spin down)   2.697 / -1.101 eV
Molecular weight   285.417 Da

# 2
Here is a 11-piece molecular cluster, C34H84N6O10 overall in a non-equilibrium geometry from OMol25. Energies are from wB97M-V/def2-TZVPD.

Structure (ORCA input):
```
! wB97M-V def2-TZVPD RIJCOSX def2/J DEFGRID3
* xyz 0 1
C 3.921 -1.390 6.738
C 2.731 -0.428 6.893
C 1.404 -0.953 6.386
C 1.248 -1.305 4.900
C -0.171 -1.816 4.580
C -0.520 -1.715 3.111
H 4.043 -1.781 5.726
H 3.823 -2.262 7.387
H 4.823 -0.835 6.997
H 2.635 -0.242 7.965
H 2.959 0.538 6.434
H 0.644 -0.162 6.483
H 0.986 -1.712 7.053
H 1.511 -0.493 4.218
H 1.954 -2.105 4.647
H -0.216 -2.834 4.978
H -0.911 -1.287 5.187
H 0.130 -2.246 2.403
H -1.547 -1.931 2.815
H -0.314 -0.690 2.772
C 5.485 2.445 4.844
C 5.747 1.312 3.867
C 4.446 0.808 3.233
C 4.606 -0.220 2.101
C 3.408 -0.528 1.232
C 3.709 -1.393 0.010
H 5.119 3.367 4.386
H 6.363 2.766 5.411
H 4.761 2.130 5.602
H 6.440 1.632 3.086
H 6.187 0.478 4.417
H 3.778 1.640 2.979
H 3.857 0.364 4.049
H 5.513 0.025 1.539
H 4.914 -1.149 2.602
H 2.559 -0.893 1.820
H 2.979 0.407 0.844
H 2.747 -1.509 -0.499
H 4.438 -0.941 -0.660
H 3.982 -2.426 0.234
C 1.664 4.256 6.792
C 1.557 3.885 5.319
C 0.135 3.425 4.906
C 0.209 2.273 3.887
C 0.928 2.587 2.561
C -0.030 3.013 1.453
H 0.822 4.907 7.041
H 2.609 4.754 7.011
H 1.591 3.406 7.476
H 1.751 4.803 4.759
H 2.292 3.112 5.081
H -0.392 4.227 4.386
H -0.384 3.127 5.819
H 0.594 1.384 4.387
H -0.833 2.099 3.602
H 1.823 3.205 2.629
H 1.300 1.588 2.293
H 0.415 3.053 0.457
H -0.908 2.372 1.408
H -0.311 4.054 1.643
C 2.146 -1.837 -3.814
C 3.470 -1.168 -4.094
O 4.505 -2.170 -4.064
O 1.754 -2.790 -4.789
H 1.309 -1.135 -3.705
H 2.229 -2.295 -2.819
H 3.744 -0.401 -3.377
H 3.447 -0.813 -5.133
H 4.114 -2.940 -4.495
H 0.866 -3.087 -4.595
C 0.121 1.547 -5.660
C -0.788 0.935 -6.724
O -1.895 0.259 -6.099
O -0.418 2.607 -4.896
H 1.044 1.899 -6.124
H 0.366 0.721 -4.983
H -0.201 0.225 -7.308
H -1.214 1.706 -7.369
H -2.690 0.743 -6.336
H -0.858 2.174 -4.150
O -4.614 1.261 -1.600
C -4.796 1.122 -2.811
N -3.759 1.177 -3.659
C -6.185 0.873 -3.400
H -3.823 1.284 -4.654
H -2.833 1.239 -3.224
H -6.108 1.036 -4.475
H -6.795 1.675 -2.986
H -6.590 -0.097 -3.134
O -3.556 -2.900 -3.068
C -3.868 -3.443 -2.011
N -3.982 -4.774 -1.857
C -4.147 -2.624 -0.767
H -3.650 -5.395 -2.577
H -4.273 -5.199 -0.996
H -3.328 -2.706 -0.049
H -5.050 -2.902 -0.223
H -4.239 -1.593 -1.108
O 0.332 -3.279 -1.123
C -0.159 -4.409 -1.031
N -0.664 -4.960 -2.153
C -0.124 -5.236 0.234
H -0.671 -4.451 -3.016
H -1.045 -5.891 -2.142
H -0.984 -5.898 0.312
H -0.013 -4.496 1.024
H 0.758 -5.877 0.249
O -1.742 6.618 -2.391
C -1.793 5.471 -2.839
N -2.157 5.247 -4.119
C -1.521 4.292 -1.969
H -2.619 5.941 -4.675
H -1.803 4.432 -4.601
H -0.511 3.888 -2.003
H -2.209 3.469 -2.163
H -1.731 4.660 -0.965
O -1.103 1.130 -2.592
C -0.909 0.018 -2.087
N -1.402 -1.105 -2.600
C -0.094 -0.058 -0.838
H -1.227 -1.907 -2.019
H -1.968 -1.042 -3.431
H 0.968 0.097 -1.019
H -0.243 -0.874 -0.132
H -0.472 0.819 -0.304
O -5.500 -0.613 -6.863
C -5.344 -1.455 -5.979
N -4.139 -1.827 -5.546
C -6.528 -2.191 -5.397
H -3.989 -2.405 -4.717
H -3.328 -1.343 -5.905
H -6.283 -3.226 -5.144
H -7.322 -2.166 -6.139
H -6.918 -1.785 -4.462
*
```

Total energy   -2426.8935 hartree
HOMO   -8.88 eV
Maximum force   2.13 eV/Å
Frontier orbital gap   8.490 eV
Lowest unoccupied orbital energy   -0.395 eV
Molecular weight   737.078 Da

# 3
Here is a 6-piece molecular cluster, C45H83ClIN7O7P overall in a non-equilibrium geometry from OMol25. Energies are from wB97M-V/def2-TZVPD.

Structure (ORCA input):
```
! wB97M-V def2-TZVPD RIJCOSX def2/J DEFGRID3
* xyz 1 1
C 3.203 2.530 3.185
C 2.120 2.547 2.608
C 0.752 2.493 1.828
C 0.562 1.273 0.832
C 1.987 0.994 0.133
C 2.996 0.024 0.838
C 4.442 0.221 0.142
C 5.650 -0.151 1.115
C 6.366 1.125 1.773
C -0.230 1.925 -0.424
O -1.643 2.038 -0.290
C -2.308 1.074 0.513
I -2.968 2.298 2.256
C -3.714 0.929 -0.238
O -4.722 0.215 0.480
C -6.017 0.452 -0.062
C -6.238 0.952 -1.475
C -7.605 1.249 -2.040
C -7.787 1.816 -3.513
C -8.840 1.053 -1.228
C -8.642 0.517 0.181
C -7.276 0.215 0.755
C -7.233 -0.351 2.225
C -8.572 -1.134 2.653
C -7.013 0.787 3.309
C -1.528 -0.255 0.862
C -1.305 -1.157 -0.486
C -2.557 -1.882 -1.107
C -2.430 -3.495 -1.209
Cl -2.617 -1.379 -2.914
P -2.462 -1.536 1.887
C -3.583 -1.035 3.231
C -1.670 -3.209 1.999
N -0.096 0.043 1.382
C 0.206 -0.292 2.810
C -0.549 0.321 4.005
N -0.876 -0.486 4.970
H 4.318 2.512 3.329
H 0.739 3.497 1.283
H -0.032 2.611 2.628
H 2.493 2.008 0.004
H 1.867 0.608 -0.938
H 2.724 -1.077 0.657
H 3.173 0.158 1.941
H 4.493 -0.264 -0.878
H 4.525 1.347 -0.049
H 6.452 -0.650 0.477
H 5.296 -0.883 1.907
H 7.488 1.025 1.591
H 6.242 1.101 2.905
H 6.058 2.110 1.314
H -0.017 1.360 -1.398
H 0.173 2.966 -0.664
H -3.606 0.572 -1.305
H -4.093 2.007 -0.326
H -5.382 1.134 -2.198
H -8.818 1.638 -3.931
H -7.681 2.950 -3.414
H -6.962 1.490 -4.210
H -9.890 1.280 -1.576
H -9.596 0.383 0.773
H -6.423 -1.157 2.234
H -9.397 -0.412 2.963
H -8.400 -1.868 3.493
H -8.931 -1.707 1.736
H -6.939 0.390 4.375
H -6.173 1.498 3.046
H -7.965 1.421 3.302
H -0.789 -0.582 -1.307
H -0.600 -2.035 -0.264
H -3.570 -1.686 -0.680
H -1.533 -3.901 -0.661
H -3.345 -3.936 -0.685
H -2.460 -3.861 -2.274
H -3.319 -0.178 3.915
H -4.626 -0.798 2.835
H -3.752 -1.928 3.929
H -2.297 -4.063 1.578
H -0.635 -3.307 1.530
H -1.518 -3.471 3.101
H 0.463 -0.703 0.910
H 1.310 -0.013 2.962
H 0.233 -1.425 2.948
H -0.811 1.405 4.211
H -1.343 0.039 5.720
C 7.142 -3.860 0.078
C 8.354 -2.972 0.174
O 8.272 -1.788 0.484
N 9.568 -3.520 -0.094
C 9.871 -4.885 -0.473
H 6.251 -3.283 0.319
H 7.040 -4.245 -0.940
H 7.222 -4.683 0.787
H 10.332 -2.866 -0.009
H 10.552 -5.306 0.270
H 10.370 -4.870 -1.444
H 8.978 -5.502 -0.535
C 2.925 6.261 -1.203
C 3.420 4.879 -0.876
O 2.650 3.954 -0.617
N 4.758 4.666 -0.872
C 5.818 5.615 -1.148
H 1.837 6.273 -1.166
H 3.303 6.978 -0.472
H 3.239 6.544 -2.209
H 5.013 3.715 -0.644
H 6.401 5.244 -1.993
H 6.464 5.674 -0.270
H 5.434 6.604 -1.381
C -1.193 6.922 -0.734
C -0.690 8.342 -0.799
O 0.171 8.690 -1.595
N -1.224 9.247 0.065
C -2.242 9.033 1.073
H -0.674 6.322 -1.481
H -0.993 6.497 0.252
H -2.263 6.892 -0.948
H -0.838 10.174 -0.038
H -3.086 9.691 0.855
H -1.825 9.299 2.046
H -2.586 8.002 1.097
C 3.086 -5.170 1.436
C 4.356 -5.979 1.377
O 5.425 -5.538 1.778
N 4.288 -7.233 0.858
C 3.128 -7.927 0.335
H 3.301 -4.195 1.873
H 2.690 -5.018 0.429
H 2.347 -5.675 2.061
H 5.177 -7.712 0.851
H 2.985 -8.842 0.912
H 3.325 -8.191 -0.706
H 2.227 -7.321 0.389
C -0.219 -4.724 -7.077
C -0.711 -4.681 -5.654
O -0.258 -5.417 -4.787
N -1.689 -3.789 -5.343
C -2.350 -2.839 -6.213
H 0.558 -5.482 -7.166
H -1.037 -4.986 -7.750
H 0.207 -3.758 -7.357
H -1.965 -3.820 -4.374
H -2.184 -1.837 -5.812
H -3.421 -3.053 -6.204
H -1.981 -2.886 -7.234
*
```

Total energy   -3773.1268 hartree
HOMO   -10.13 eV
Maximum force   4.37 eV/Å
Energy above the lowest of the compared OMol25 structures with the same formula, charge and spin   0.0 kJ/mol
Frontier orbital gap   7.722 eV
Lowest unoccupied orbital energy   -2.413 eV
Molecular weight   1027.532 Da

# 4
Here is one molecule with the formula C10H16S in a non-equilibrium geometry from OMol25. Energies are from wB97M-V/def2-TZVPD.

Structure (ORCA input):
```
! wB97M-V def2-TZVPD RIJCOSX def2/J DEFGRID3
* xyz 0 1
C -1.148 -1.936 -0.645
C -1.174 -0.457 -0.252
C 0.210 -0.287 -0.850
C -0.627 -0.013 1.133
C 0.294 -1.798 -1.220
C 0.771 0.075 0.577
C 0.039 1.331 1.031
C 0.441 -2.174 -2.645
C 0.407 1.868 2.388
C -0.496 2.462 0.214
S 2.373 -0.374 1.159
H -1.279 -2.849 -0.053
H -1.824 -1.977 -1.455
H -2.014 0.087 -0.569
H 0.396 0.329 -1.666
H -0.947 -0.507 2.131
H 0.997 -2.284 -0.549
H -0.540 -1.768 -2.995
H 0.406 -3.309 -2.709
H 1.462 -1.810 -3.150
H 1.305 2.548 2.425
H 0.533 1.062 3.140
H -0.555 2.396 2.644
H 0.265 3.245 0.165
H -1.156 3.131 0.708
H -0.788 2.391 -0.812
H 2.650 0.617 1.856
*
```

Total energy   -788.6843 hartree
HOMO   -8.63 eV
Maximum force   3.69 eV/Å
Energy above the lowest of the compared OMol25 structures with the same formula, charge and spin   352.8 kJ/mol
Frontier orbital gap   9.462 eV
Lowest unoccupied orbital energy   0.831 eV
Molecular weight   168.305 Da

# 5
Here is a 3-piece molecular cluster, C33H70BrN5O6PSSi overall in a non-equilibrium geometry from OMol25. Energies are from wB97M-V/def2-TZVPD.

Structure (ORCA input):
```
! wB97M-V def2-TZVPD RIJCOSX def2/J DEFGRID3
* xyz 1 1
C -2.901 0.585 -4.130
C -1.728 -0.467 -3.829
C -2.302 -1.427 -2.736
N -3.459 -2.035 -3.030
N -3.948 -2.825 -2.118
C -5.221 -3.520 -2.502
C -6.451 -2.720 -1.887
O -6.906 -1.661 -2.710
Si -7.955 -2.147 -3.981
C -8.536 -3.953 -3.907
C -9.482 -1.054 -4.223
C -6.930 -1.988 -5.602
C -3.481 -3.110 -0.879
P -4.293 -4.227 0.374
S -3.590 -6.052 0.280
C -2.199 -2.480 -0.469
C -1.559 -2.778 0.905
C -1.894 -1.720 2.028
C -0.924 -2.042 3.258
C -1.686 -2.212 4.627
N -1.066 -1.360 5.693
C -0.161 -2.151 6.554
C -2.119 -0.730 6.503
C -2.307 0.803 6.252
O -2.801 -1.349 7.274
C -1.556 -1.591 -1.454
C -0.203 -0.886 -1.164
Br -0.355 1.057 -0.929
C 0.853 -1.367 -2.253
C 1.703 -0.238 -2.933
H -3.539 0.269 -4.985
H -3.568 0.592 -3.224
H -2.509 1.626 -4.218
H -0.883 0.134 -3.435
H -1.406 -1.012 -4.745
H -5.240 -3.552 -3.616
H -5.207 -4.595 -2.168
H -6.036 -2.231 -0.956
H -7.260 -3.404 -1.516
H -9.248 -4.140 -4.755
H -7.670 -4.655 -3.909
H -9.171 -4.057 -2.980
H -10.129 -1.584 -4.979
H -10.118 -0.919 -3.317
H -9.179 -0.094 -4.707
H -7.566 -2.339 -6.454
H -6.607 -0.931 -5.790
H -6.023 -2.640 -5.464
H -5.712 -4.235 0.279
H -3.926 -3.731 1.666
H -1.828 -3.794 1.303
H -0.439 -2.797 0.810
H -2.970 -1.773 2.314
H -1.583 -0.696 1.685
H -0.354 -2.998 3.092
H -0.136 -1.247 3.330
H -2.779 -1.976 4.573
H -1.619 -3.274 4.998
H 0.736 -2.474 5.962
H -0.655 -3.046 7.025
H 0.215 -1.470 7.363
H -2.005 0.998 5.192
H -1.595 1.325 6.937
H -3.347 1.147 6.448
H 0.148 -1.293 -0.183
H 0.314 -1.936 -3.058
H 1.580 -2.096 -1.808
H 2.497 0.198 -2.289
H 1.113 0.601 -3.371
H 2.237 -0.722 -3.799
C 7.528 0.654 2.379
O 7.680 1.277 1.114
C 8.619 0.625 0.260
C 7.916 -0.088 -0.888
N 7.169 -1.253 -0.415
C 6.219 -1.798 -1.386
C 5.110 -0.879 -1.909
O 4.123 -0.537 -0.943
C 4.498 0.508 -0.055
H 6.978 1.339 3.025
H 6.947 -0.270 2.298
H 8.496 0.442 2.840
H 9.280 -0.048 0.813
H 9.242 1.416 -0.168
H 8.660 -0.416 -1.620
H 7.258 0.642 -1.372
H 6.650 -0.987 0.410
H 5.746 -2.660 -0.907
H 6.786 -2.187 -2.238
H 4.574 -1.436 -2.685
H 5.497 0.020 -2.401
H 5.128 1.260 -0.536
H 5.000 0.090 0.820
H 3.592 0.997 0.301
C 1.748 6.461 3.716
O 1.477 6.773 2.360
C 2.536 7.471 1.706
C 3.244 6.579 0.696
N 4.019 5.532 1.361
C 4.464 4.452 0.478
C 3.402 3.650 -0.282
O 2.594 2.815 0.544
C 1.537 3.479 1.212
H 0.814 6.142 4.179
H 2.462 5.636 3.798
H 2.126 7.332 4.259
H 3.237 7.915 2.419
H 2.066 8.293 1.157
H 3.919 7.187 0.086
H 2.476 6.155 0.038
H 3.445 5.122 2.085
H 5.031 3.756 1.102
H 5.171 4.872 -0.245
H 3.935 2.968 -0.949
H 2.777 4.272 -0.931
H 1.109 4.292 0.620
H 1.880 3.851 2.180
H 0.752 2.748 1.411
*
```

Total energy   -5627.2598 hartree
HOMO   -10.25 eV
Maximum force   3.45 eV/Å
Frontier orbital gap   5.754 eV
Lowest unoccupied orbital energy   -4.500 eV
Molecular weight   803.983 Da

# 6
Here is a 2-piece molecular cluster, CH4IOPS overall in a non-equilibrium geometry from OMol25. Energies are from wB97M-V/def2-TZVPD.

Structure (ORCA input):
```
! wB97M-V def2-TZVPD RIJCOSX def2/J DEFGRID3
* xyz 0 1
C -0.906 0.158 0.867
O 2.104 -0.903 -1.591
P 0.657 -1.640 -1.412
S -0.106 -2.196 -3.175
I 1.436 -3.583 -0.146
H -0.077 0.804 0.920
H -1.867 0.107 0.357
H -0.887 -0.367 1.776
H 2.196 0.114 -1.547
*
```

Total energy   -1152.9026 hartree
HOMO (spin up / spin down)   -9.00 / -8.80 eV
Maximum force   2.58 eV/Å
Energy above the lowest of the compared OMol25 structures with the same formula, charge and spin   354.2 kJ/mol
Frontier orbital gap (spin up / spin down)   6.588 / 8.323 eV
Lowest unoccupied orbital energy (spin up / spin down)   -2.410 / -0.472 eV
Molecular weight   221.987 Da

# 7
Here is a 2-piece molecular cluster, C6H12O overall from OMol25. Energies are from wB97M-V/def2-TZVPD.

Structure (ORCA input):
```
! wB97M-V def2-TZVPD RIJCOSX def2/J DEFGRID3
* xyz 0 1
C 1.840 -0.827 -0.411
C 0.434 -0.982 0.093
O 0.170 -0.366 1.293
C 0.304 2.453 -0.427
C -0.360 2.717 0.695
C -1.915 -1.852 0.011
C -0.514 -1.705 -0.507
H 2.087 0.232 -0.567
H 1.980 -1.349 -1.361
H 2.556 -1.225 0.318
H 0.628 0.487 1.304
H 1.220 2.979 -0.689
H -0.051 1.703 -1.131
H -0.017 3.469 1.402
H -1.276 2.188 0.947
H -2.649 -1.723 -0.793
H -2.114 -1.110 0.788
H -0.241 -2.243 -1.412
H -2.082 -2.845 0.446
*
```

Total energy   -310.9989 hartree
HOMO   -8.46 eV
Maximum force   0.38 eV/Å
Energy above the lowest of the compared OMol25 structures with the same formula, charge and spin   158.5 kJ/mol
Frontier orbital gap   9.460 eV
Lowest unoccupied orbital energy   1.002 eV
Molecular weight   100.161 Da

# 8
Here is C5H4 as an isolated structure in a non-equilibrium geometry from OMol25. Energies are from wB97M-V/def2-TZVPD.

Structure (ORCA input):
```
! wB97M-V def2-TZVPD RIJCOSX def2/J DEFGRID3
* xyz 0 1
C -0.041 0.205 1.213
C -0.104 0.136 2.511
C 0.612 -0.803 0.265
C 0.101 -0.482 -0.931
C -0.562 0.775 -0.567
H 1.461 -1.493 0.385
H 0.155 -1.089 -1.822
H -1.607 0.999 -0.681
H -0.013 1.752 -0.373
*
```

Total energy   -192.6626 hartree
HOMO   -9.27 eV
Maximum force   3.73 eV/Å
Energy above the lowest of the compared OMol25 structures with the same formula, charge and spin   345.2 kJ/mol
Frontier orbital gap   8.257 eV
Lowest unoccupied orbital energy   -1.011 eV
Molecular weight   64.087 Da